This record from the Open Molecules 2025 dataset describes a gas-phase ion, C5H12NO (charge +1). The level of theory is ωB97M-V/def2-TZVPD.

Computed properties:
E_HOMO (alpha / beta): -0.4209 / -0.4391 Eh
Gap between HOMO and LUMO (alpha / beta): 0.2250 / 0.2575 hartree
Lowest unoccupied orbital energy (alpha / beta): -5.332 / -4.940 eV
Net charge: +1

Last columns: bonded neighbours and bond lengths (Å).
Atoms and positions in Å:
1 C -0.366 -0.538 -0.822  C2 1.777, C3 1.459, C4 1.551, H8 1.130
2 C 0.623 0.575 0.148  C1 1.777, N6 1.517, H9 1.148
3 C -1.634 -0.376 -1.525  C1 1.459, O7 1.349, H10 1.055
4 C 0.688 -1.017 -1.854  C1 1.551, H11 1.078, H12 1.057, H13 1.119
5 C 1.367 1.105 2.357  N6 1.470, H14 1.128, H15 1.049, H16 1.097
6 N 0.420 0.257 1.618  C2 1.517, C5 1.470, H17 1.087, H18 1.059
7 O -2.763 0.102 -0.961  C3 1.349, H19 0.993
8 H -0.747 -1.250 -0.031  C1 1.130
9 H 0.293 1.668 0.029  C2 1.148
10 H -1.701 -0.550 -2.563  C3 1.055
11 H 0.863 -0.198 -2.533  C4 1.078
12 H 0.258 -1.786 -2.436  C4 1.057
13 H 1.619 -1.535 -1.512  C4 1.119
14 H 1.249 0.853 3.450  C5 1.128
15 H 2.369 0.931 2.097  C5 1.049
16 H 1.015 2.139 2.264  C5 1.097
17 H -0.547 0.373 2.100  N6 1.087
18 H 0.564 -0.788 1.710  N6 1.059
19 H -3.570 0.037 -1.536  O7 0.993

Need the natural (NBO) charges? In units of e they are: -0.41 -0.24 0.46 -0.60 -0.41 -0.57 -0.59 0.26 0.17 0.19 0.23 0.20 0.25 0.22 0.25 0.23 0.40 0.42 0.53